[1]
88
Properties=species:S:1:pos:R:3:mulliken_charge:R:1 method="wB97M-V/def2-TZVPD" largest_force_ev_per_a=6.74 relative_energy_kj_mol=301.6 homo_ev=-8.23 total_charge=0
O 3.77302 2.91349 -1.50153 -0.6921
C 2.84999 3.53531 -2.01297 0.5310
C 3.06283 4.30124 -3.25802 0.1241
C 4.32438 4.29772 -3.86728 -0.6467
C 4.52287 4.98613 -5.06493 -0.5143
C 3.46587 5.67683 -5.65713 -0.3766
C 2.21280 5.69613 -5.04253 -0.4838
C 2.01251 5.01211 -3.83734 0.3192
C 0.68847 5.05291 -3.18527 0.4942
O -0.21892 5.72233 -3.66558 -0.6952
C 0.47020 4.27163 -1.95185 0.2866
C -0.79266 4.27441 -1.34480 -0.5830
C -1.01774 3.51211 -0.19760 -0.6459
C 0.01389 2.74658 0.34517 -0.2397
C 1.27721 2.75378 -0.25005 -0.2778
C 1.50749 3.52249 -1.39848 -0.0176
H 5.15266 3.75619 -3.41370 0.4561
H 5.50185 4.97868 -5.53912 0.4054
H 3.61733 6.20281 -6.59712 0.4193
H 1.39363 6.24176 -5.50798 0.4792
H -1.60420 4.86573 -1.76568 0.4752
H -1.99996 3.51237 0.27001 0.3923
H -0.16413 2.14487 1.23383 0.3472
H 2.07810 2.15577 0.18188 0.4879
O -5.08607 -6.05096 11.43561 -0.6756
C -4.55761 -5.72687 10.37924 0.5717
C -5.34487 -5.05929 9.32254 0.1895
C -6.69969 -4.77721 9.54071 -0.5701
C -7.44003 -4.11098 8.56310 -0.4501
C -6.83206 -3.72415 7.36906 -0.4961
C -5.48689 -4.01991 7.14256 -0.5320
C -4.74342 -4.69435 8.11871 0.2983
C -3.32591 -5.01879 7.86308 0.5276
O -2.81244 -4.74699 6.78388 -0.6852
C -2.53397 -5.66807 8.92639 0.1872
C -1.17851 -5.94764 8.70752 -0.5901
C -0.41349 -6.53044 9.71892 -0.5175
C -0.99732 -6.83450 10.94838 -0.4359
C -2.35158 -6.56992 11.16350 -0.5990
C -3.12326 -5.99010 10.14804 0.3001
H -7.17954 -5.07119 10.47257 0.4519
H -8.49077 -3.88866 8.73588 0.3903
H -7.40584 -3.19365 6.61239 0.3929
H -5.02028 -3.71942 6.20587 0.4500
H -0.71468 -5.70854 7.75197 0.5483
H 0.63968 -6.74309 9.54854 0.3992
H -0.39874 -7.27995 11.74005 0.3895
H -2.80046 -6.81331 12.12521 0.4509
O -0.98617 -0.10358 -10.39943 -0.6768
C -0.16515 0.75421 -10.09887 0.6343
C -0.26836 1.47027 -8.81097 0.2999
C -1.30087 1.14956 -7.92002 -0.6083
C -1.38157 1.79340 -6.68445 -0.7005
C -0.43420 2.75527 -6.33474 -0.0739
C 0.58494 3.08881 -7.22826 -0.5025
C 0.66437 2.44947 -8.47141 0.0119
C 1.73522 2.82149 -9.41735 0.4804
O 2.52165 3.72018 -9.14151 -0.6881
C 1.85034 2.09240 -10.69584 0.1458
C 2.88480 2.41280 -11.58498 -0.4819
C 3.02187 1.70615 -12.78068 -0.4777
C 2.12975 0.68022 -13.09125 -0.4526
C 1.08940 0.36899 -12.21311 -0.5250
C 0.94607 1.08047 -11.01474 0.1209
H -2.04067 0.39583 -8.18389 0.4529
H -2.18124 1.54001 -5.99188 0.4036
H -0.48972 3.24794 -5.36656 0.3923
H 1.31798 3.84441 -6.95055 0.5624
H 3.58801 3.20920 -11.34699 0.4459
H 3.82803 1.95366 -13.46790 0.3885
H 2.24231 0.12300 -14.01878 0.3939
H 0.39526 -0.43134 -12.46461 0.4497
N -0.91540 -2.53037 3.88541 -0.6018
P 0.69151 -2.19901 4.58418 0.2210
O 1.32237 -3.74300 5.18514 -0.4978
P 2.15098 -1.55793 3.09036 0.1112
Cl 1.32822 -0.08565 1.75427 -0.2048
P 3.81875 -0.67690 4.27044 -0.1782
P 3.13120 0.46869 5.96456 0.9415
O 1.59724 0.44071 6.29360 -0.5161
O 3.52164 2.17051 5.64896 -0.5255
O 3.99505 -0.01472 7.43459 -0.5272
H -1.44648 -2.99689 4.67563 0.3267
H -0.75072 -3.25468 3.15234 0.2865
H 1.36093 -4.30645 4.34782 0.3243
H 4.47181 0.19918 3.28773 0.1514
H 3.74455 2.50664 6.58006 0.3154
H 4.59657 -0.78839 7.22806 0.3374


[2]
102
Properties=species:S:1:pos:R:3:mulliken_spin:R:1 method="wB97M-V/def2-TZVPD" spin_multiplicity=2 largest_force_ev_per_a=4.43 relative_energy_kj_mol=731.3 homo_ev="-13.92 / -13.92" total_charge=+3
Ta 0.73352 -0.34360 0.64233 0.7733
C -1.78779 3.18346 1.90537 -0.0070
C -1.61526 1.94700 1.27571 0.0129
N -0.51158 1.35665 1.66797 0.0195
N 0.15542 2.27934 2.39821 -0.0062
C -0.62481 3.44329 2.57623 0.0200
B 1.54340 0.31648 3.70194 -0.0850
N 2.68659 -0.50979 3.07800 -0.0031
C 3.88341 -0.87662 3.57157 0.0358
C 4.70150 -1.10825 2.47137 -0.0105
C 3.90342 -0.87645 1.39474 0.0219
N 2.64120 -0.58142 1.73701 0.0401
N 0.39719 -0.65010 3.82972 -0.0223
C -0.08974 -1.35092 4.87747 0.0268
C -0.68384 -2.48474 4.33424 -0.0100
C -0.40692 -2.46745 2.96660 0.0068
N 0.16423 -1.27324 2.66145 0.0729
N 0.98986 2.09301 4.65066 -0.0006
C -0.35532 1.75184 5.08143 0.0021
C -0.57978 2.48479 6.15232 0.0003
C 0.53633 3.34164 6.31647 0.0003
N 1.43804 3.29114 5.40246 0.0001
H -2.60129 3.82184 1.62548 -0.0001
H -2.28076 1.45496 0.61006 -0.0015
H -0.29172 4.27561 3.19006 -0.0006
H 4.13250 -0.73678 4.65394 0.0007
H 5.73650 -1.32375 2.39159 -0.0001
H 4.16695 -1.02187 0.38114 0.0048
H 0.07145 -0.99537 5.85299 0.0018
H -1.28486 -3.30449 4.75363 -0.0005
H -0.75587 -3.02170 2.11149 -0.0005
H -0.88584 0.87481 4.68628 -0.0012
H -1.48658 2.38214 6.72618 0.0002
H 0.67472 4.07516 7.10585 0.0000
O 1.82506 0.96572 5.02821 0.0004
C 1.34238 1.85999 3.12143 -0.0038
C 2.59844 2.59689 2.56111 0.0100
C 3.56199 3.16888 3.45509 0.0023
C 4.48325 4.11401 3.00154 0.0002
C 4.59290 4.38620 1.65480 -0.0004
C 3.70648 3.68439 0.80809 -0.0008
C 2.73476 2.83324 1.18378 -0.0158
P 1.88929 1.84349 -0.20652 0.0947
C 3.41227 1.48312 -1.18114 -0.0180
C 4.62692 1.28350 -0.58731 0.0047
C 5.75380 1.09510 -1.39286 0.0001
C 5.68969 1.28669 -2.77161 0.0014
C 4.49482 1.54720 -3.31291 0.0007
C 3.31019 1.51611 -2.54938 -0.0056
C 0.78936 3.08209 -1.07304 -0.0414
C 0.35229 2.84097 -2.33212 0.0018
C -0.56981 3.70063 -2.97101 0.0045
C -1.03277 4.83260 -2.32540 -0.0007
C -0.49353 5.13716 -1.03123 0.0013
C 0.41800 4.27546 -0.41877 0.0132
H 3.66144 2.95951 4.52190 -0.0001
H 5.06831 4.55244 3.82777 0.0000
H 5.26471 5.12815 1.25568 -0.0002
H 3.79839 3.88311 -0.21611 0.0001
H 4.75876 1.27690 0.49822 0.0031
H 6.72455 0.98181 -0.87293 -0.0001
H 6.51058 1.22047 -3.47098 0.0001
H 4.39944 1.78134 -4.39129 -0.0001
H 2.38527 1.64407 -3.03508 -0.0018
H 0.57531 1.92775 -2.85851 -0.0086
H -0.75873 3.42095 -3.98974 -0.0001
H -1.67243 5.54853 -2.81175 0.0000
H -0.60912 6.09056 -0.56681 -0.0001
H 0.98740 4.60172 0.41521 -0.0007
C -6.57181 -8.37410 -4.99008 0.0000
O -5.45140 -7.80472 -4.37956 0.0001
C -5.18027 -6.46909 -4.45201 0.0002
C -6.09483 -5.52296 -4.85699 -0.0008
C -5.70621 -4.16440 -4.98672 0.0021
C -4.43753 -3.72100 -4.56916 -0.0023
C -3.57290 -4.73745 -4.01569 0.0009
C -3.91878 -6.08808 -3.99904 -0.0008
N -4.24495 -2.33659 -4.64032 0.0011
N -3.26423 -1.70813 -4.19842 -0.0089
C -2.22290 -1.97597 -3.44027 -0.0042
C -0.95494 -1.85880 -3.99918 0.0050
C 0.16003 -1.80844 -3.16343 0.0035
C -0.00743 -1.41965 -1.84760 0.0202
O 1.05090 -1.12524 -1.06117 -0.0204
C -1.29808 -1.40496 -1.32215 -0.0068
N -1.34233 -0.96643 0.00127 0.0781
C -2.50238 -1.01517 0.60914 0.0070
C -3.70656 -1.42290 0.01277 -0.0016
C -3.67804 -1.81405 -1.32209 0.0020
C -2.45720 -1.80780 -2.06763 -0.0056
H -6.59247 -8.27617 -6.07003 0.0000
H -7.53021 -7.93889 -4.60465 0.0000
H -6.39691 -9.47707 -4.67474 0.0000
H -7.10998 -5.84338 -5.00974 -0.0001
H -6.56954 -3.59231 -5.42508 0.0000
H -2.62529 -4.53169 -3.49916 0.0000
H -3.24762 -6.78643 -3.63588 0.0000
H -0.90063 -1.88988 -5.07487 -0.0001
H 1.14251 -1.88355 -3.57390 -0.0005
H -2.50853 -0.62318 1.67530 0.0010
H -4.62973 -1.41373 0.64490 0.0002
H -4.52367 -2.19512 -1.81213 -0.0008